63
Properties=species:S:1:pos:R:3:forces:R:3 method="wB97M-V/def2-TZVPD" e_homo_ev="-11.084 / -11.072" molar_mass_g_mol=738.24 spin_multiplicity=2 total_charge=+1 max_force_ev_per_a=0.5 energy_ha=-4413.47908 orbital_gap_ev="7.700 / 8.382"
Co -0.231918 -0.263135 0.139504 0.3 0.4 0.2
I -0.941075 -2.069785 1.723234 0.1 -0.4 -0.1
C -2.275323 -3.167861 0.527006 0.1 0.1 0.1
C -3.448135 -3.483312 1.145242 -0.1 0.0 0.1
C -4.308298 -4.453481 0.594604 0.0 -0.1 -0.1
C -3.921453 -5.121631 -0.527156 0.0 0.1 0.1
C -2.705994 -4.802961 -1.186261 0.0 0.0 0.0
C -2.321852 -5.551592 -2.322885 0.1 0.0 0.0
C -1.165680 -5.273005 -2.990106 -0.1 0.0 0.0
C -0.399061 -4.167582 -2.587835 0.0 0.0 0.0
C -0.727209 -3.402230 -1.493512 0.0 0.1 0.0
P 0.178270 -1.807673 -1.418002 -0.1 -0.2 -0.3
C -0.121686 -1.166987 -3.092260 0.0 0.0 0.0
C -1.397701 -0.659794 -3.334040 0.0 0.0 0.0
C -1.745339 -0.220960 -4.600570 0.0 0.0 0.0
C -0.815304 -0.269810 -5.630562 0.0 0.0 0.0
C 0.458550 -0.764417 -5.391563 0.0 0.0 0.0
C 0.806255 -1.219242 -4.126821 0.0 0.0 0.0
C 1.941970 -2.210026 -1.313475 0.0 0.0 0.1
C 2.857187 -1.182297 -1.556404 0.0 0.0 0.0
C 4.212932 -1.399961 -1.376160 0.0 0.0 0.0
C 4.665078 -2.638469 -0.932467 0.0 0.0 0.0
C 3.759003 -3.654992 -0.675224 0.0 0.0 0.0
C 2.399221 -3.443888 -0.865304 0.0 0.0 0.0
C -1.870243 -3.754639 -0.706609 0.0 0.0 0.0
H -3.712185 -3.012255 2.082858 0.0 0.0 0.0
H -5.239037 -4.687261 1.092935 0.0 0.0 0.0
H -4.534617 -5.913509 -0.938853 0.0 0.0 0.0
H -2.969480 -6.356983 -2.647727 0.0 0.0 0.0
H -0.863908 -5.853748 -3.851034 0.0 0.0 0.0
H 0.454701 -3.886440 -3.193813 0.0 0.0 0.0
H -2.126393 -0.617336 -2.529635 0.0 0.0 0.0
H -2.739445 0.166129 -4.782451 0.0 0.0 0.0
H -1.084447 0.077625 -6.619439 0.0 0.0 0.0
H 1.184529 -0.805335 -6.193268 0.0 0.0 0.0
H 1.797803 -1.620084 -3.955791 0.0 0.0 0.0
H 2.503356 -0.213071 -1.893359 0.0 0.0 0.0
H 4.919996 -0.608094 -1.591918 0.0 0.0 0.0
H 5.724938 -2.809692 -0.793963 0.0 0.0 0.0
H 4.106849 -4.617328 -0.323413 0.0 0.0 0.0
H 1.697536 -4.239855 -0.652386 0.0 0.0 0.0
Cl -1.120791 4.242451 -0.512965 0.0 0.0 0.0
C -2.028284 2.898066 -1.231003 0.0 0.0 0.0
Cl -1.998097 2.955432 -2.992895 0.0 0.0 0.0
C -1.429694 1.591837 -0.742914 0.0 -0.1 0.0
O -2.112640 0.801731 -0.070760 0.0 0.1 -0.1
O -0.204447 1.324576 -1.004389 -0.2 -0.1 0.0
H -3.054443 2.971293 -0.893721 0.0 0.0 0.0
C 4.533759 2.328908 1.604244 0.0 0.0 0.0
N 3.507496 1.307888 1.600471 0.0 0.0 0.0
C 3.661588 0.006808 2.208173 0.0 0.0 -0.1
C 2.358435 -0.669650 1.813084 0.0 0.2 0.0
O 2.045801 -1.788340 2.132654 -0.1 -0.1 0.0
N 1.605408 0.216427 1.049208 0.0 0.0 0.1
C 2.352771 1.337055 0.922928 0.0 -0.1 -0.1
N 1.991323 2.375551 0.184542 0.0 0.0 0.0
H 5.092421 2.259623 2.534903 0.0 0.0 0.0
H 4.087947 3.321959 1.570524 0.0 0.0 0.0
H 5.228582 2.214791 0.769399 0.0 0.0 0.0
H 3.760246 0.058403 3.293168 0.0 0.0 0.0
H 4.508293 -0.545955 1.795720 0.0 0.0 0.0
H 1.146684 2.305468 -0.376940 0.0 0.0 0.0
H 2.594588 3.170086 0.077756 0.0 0.0 0.0